ORCA calculation (wB97M-V/def2-TZVPD) on a molecular structure, C26H38AsN4O8RuS7 at a distorted geometry.

Positions of all 85 atoms, in Å:
Ru: 0.1752 -0.3260 0.0425
C: -2.6577 1.7763 1.3993
C: -1.4261 1.9007 2.3049
N: -0.1941 1.6970 1.5609
C: 0.3525 2.8452 0.8651
C: -0.3412 3.2357 -0.4414
S: -0.7014 1.8808 -1.6355
C: -2.5365 1.9352 -1.7161
C: -3.1948 0.8961 -0.8005
N: -2.4505 0.7257 0.4258
H: -2.8220 2.7115 0.8579
H: -3.5501 1.6079 2.0271
H: -1.4603 1.1304 3.0830
H: -1.4344 2.8857 2.8059
H: 0.5151 1.4026 2.2420
H: 1.3980 2.6034 0.6426
H: 0.3211 3.7428 1.5127
H: 0.3293 3.9049 -0.9822
H: -1.2806 3.7549 -0.2593
H: -2.7799 1.6993 -2.7513
H: -2.8562 2.9567 -1.5069
H: -3.1834 -0.0556 -1.3233
H: -4.2483 1.1857 -0.6167
H: -2.6046 -0.1936 0.8322
S: 2.6042 -2.7579 3.7138
As: 1.4770 -1.1886 2.8432
S: 2.5173 -0.1358 1.2363
S: -0.4338 -1.8460 1.9693
S: 1.0203 0.1929 4.4171
C: 6.3196 -1.5707 1.3501
C: 5.7249 -2.0941 0.0776
C: 4.4405 -2.6347 0.0948
C: 3.8160 -3.0158 -1.0807
C: 4.5012 -2.8795 -2.2756
C: 5.8002 -2.4156 -2.3093
C: 6.4102 -2.0189 -1.1300
S: 3.6916 -3.2812 -3.8211
O: 3.2365 -4.6487 -3.7767
O: 4.5819 -2.9480 -4.9133
N: 2.3441 -2.3309 -3.9635
C: 2.5667 -0.9613 -4.3704
C: 3.0540 -0.0501 -3.2424
C: 2.0776 -0.0540 -2.0509
O: 1.8414 1.0219 -1.4780
O: 1.5948 -1.1573 -1.7091
H: 6.2259 -2.3057 2.1479
H: 5.7565 -0.6895 1.6617
H: 7.3667 -1.2958 1.2235
H: 3.9276 -2.7314 1.0425
H: 2.8051 -3.3890 -1.0760
H: 6.3043 -2.3542 -3.2632
H: 7.4244 -1.6362 -1.1512
H: 1.8309 -2.3143 -3.0721
H: 1.6124 -0.5785 -4.7473
H: 3.2956 -0.9976 -5.1877
H: 3.1621 0.9734 -3.6005
H: 4.0222 -0.4006 -2.8771
C: 0.5139 -6.6171 -5.2770
C: -0.5119 -5.5477 -5.0641
C: -1.8322 -5.7258 -5.4679
C: -2.7722 -4.7350 -5.2438
C: -2.3848 -3.5645 -4.6235
C: -1.0757 -3.3591 -4.2284
C: -0.1399 -4.3540 -4.4543
S: -3.6414 -2.3406 -4.2688
O: -3.2989 -1.0678 -4.8477
O: -4.9212 -2.8881 -4.6592
N: -3.6296 -2.1539 -2.6336
C: -3.6968 -3.3925 -1.8799
C: -2.8703 -3.2772 -0.6014
C: -1.4162 -2.8046 -0.9531
O: -0.4941 -3.5978 -0.9350
O: -1.3671 -1.5775 -1.2987
H: 0.0672 -7.6082 -5.2369
H: 1.2920 -6.5320 -4.5238
H: 0.9825 -6.4979 -6.2523
H: -2.1326 -6.6519 -5.9414
H: -3.8107 -4.8481 -5.5223
H: -0.7951 -2.4499 -3.7177
H: 0.8850 -4.2140 -4.1470
H: -2.7706 -1.6479 -2.3629
H: -3.3265 -4.2301 -2.4895
H: -4.7526 -3.5874 -1.6535
H: -2.8396 -4.2376 -0.0871
H: -3.3146 -2.5294 0.0593

As for the LUMO energy (spin up / spin down): 3.57 / 3.96 eV. For the energy above the lowest of the compared OMol25 structures with the same formula, charge and spin, the calculation gives 276.6 kJ/mol. For the gap between HOMO and LUMO (spin up / spin down), the calculation gives 5.48 / 5.86 eV. As for the spin multiplicity: 2. The highest occupied orbital energy (spin up / spin down) comes out at -1.906 / -1.906 eV. The net charge is -2. As for the expectation value of S²: 0.8465.

Need the Löwdin charges? In units of e they are:
1. Ru 0.9548
2. C -0.2120
3. C -0.2175
4. N -0.1551
5. C -0.2814
6. C -0.4157
7. S 0.9115
8. C -0.4211
9. C -0.2862
10. N -0.1322
11. H 0.0961
12. H 0.1181
13. H 0.0723
14. H 0.1187
15. H -0.0367
16. H 0.0862
17. H 0.1198
18. H 0.0670
19. H 0.0550
20. H 0.0659
21. H 0.0595
22. H 0.0730
23. H 0.1186
24. H 0.0754
25. S -0.2029
26. As -0.5487
27. S 0.1666
28. S 0.0809
29. S -0.1921
30. C -0.0475
31. C -0.2687
32. C -0.0555
33. C -0.0398
34. C -0.2931
35. C -0.0847
36. C -0.0479
37. S 0.6554
38. O -0.3089
39. O -0.3231
40. N -0.1342
41. C -0.2230
42. C -0.0667
43. C -0.7126
44. O -0.1790
45. O -0.1191
46. H 0.0819
47. H 0.0736
48. H 0.0664
49. H 0.0494
50. H 0.1233
51. H 0.1027
52. H 0.1016
53. H 0.0780
54. H 0.1260
55. H 0.1056
56. H 0.1151
57. H 0.1079
58. C -0.0453
59. C -0.2573
60. C -0.0440
61. C -0.0738
62. C -0.2944
63. C -0.0302
64. C -0.0037
65. S 0.6327
66. O -0.3093
67. O -0.3225
68. N -0.1378
69. C -0.2373
70. C -0.0820
71. C -0.7529
72. O 0.0221
73. O -0.2052
74. H 0.0709
75. H 0.0723
76. H 0.0828
77. H 0.1044
78. H 0.1032
79. H 0.1133
80. H 0.0778
81. H 0.0511
82. H 0.1131
83. H 0.1138
84. H 0.1151
85. H 0.1024

ORCA calculation (wB97M-V/def2-TZVPD) on 2 unconnected molecules or ions with the total composition C2H5NO at a distorted geometry.

Positions of all 9 atoms, in Å:
C: 0.7559 0.1004 2.2967
C: -0.6705 -0.1372 -1.7695
N: 0.5599 0.3484 -1.3976
O: 1.3125 0.9919 2.9765
H: -0.2825 0.2057 1.9616
H: 1.3355 -0.6626 1.6749
H: -1.3512 0.5847 -2.1526
H: -0.5229 -0.7646 -2.6402
H: -1.1367 -0.6667 -0.9497

As for the LUMO energy (spin up / spin down): -0.67 / -0.70 eV. For the energy above the lowest of the compared OMol25 structures with the same formula, charge and spin, the calculation gives 561.5 kJ/mol. For the gap between HOMO and LUMO (spin up / spin down), the calculation gives 9.33 / 9.18 eV. As for the spin multiplicity: 1. The highest occupied orbital energy (spin up / spin down) comes out at -9.998 / -9.889 eV. The net charge is 0.

Need the natural (NBO) charges? In units of e they are:
1. C 0.2559
2. C -0.5992
3. N -0.0824
4. O -0.4923
5. H 0.1126
6. H 0.1226
7. H 0.2280
8. H 0.2353
9. H 0.2197

ORCA calculation (wB97M-V/def2-TZVPD) on 8 unconnected molecules or ions with the total composition C44H38F7N at a distorted geometry.

Positions of all 90 atoms, in Å:
F: -2.0597 -17.9737 -10.2824
C: -1.3496 -17.2703 -9.3799
C: -1.9285 -16.1441 -8.8274
C: -1.1973 -15.3701 -7.9477
C: 0.1088 -15.7131 -7.6400
C: 0.6730 -16.8446 -8.2089
C: -0.0488 -17.6356 -9.1002
H: -2.9397 -15.9076 -9.1377
H: -1.6201 -14.4581 -7.5464
H: 0.7337 -15.0505 -7.0556
H: 1.6850 -17.1680 -7.9985
H: 0.4123 -18.4776 -9.5979
F: -1.3999 -20.0214 -15.1871
C: -1.8999 -20.7548 -14.1615
C: -2.3605 -20.0579 -13.0556
C: -2.8647 -20.7532 -11.9688
C: -2.9871 -22.1400 -12.0963
C: -2.5800 -22.8097 -13.2327
C: -2.0321 -22.1161 -14.3110
H: -2.3541 -18.9760 -13.0840
H: -3.2463 -20.1750 -11.1471
H: -3.4679 -22.6965 -11.2974
H: -2.7641 -23.8709 -13.3441
H: -1.7143 -22.6442 -15.1973
F: -0.5833 -13.0324 -10.6223
C: -1.7509 -12.3608 -10.5657
C: -2.6945 -12.6061 -11.5394
C: -3.9157 -11.9500 -11.5201
C: -4.1749 -11.0514 -10.4941
C: -3.2342 -10.8530 -9.4914
C: -1.9766 -11.4578 -9.5482
H: -2.4708 -13.3811 -12.2618
H: -4.6423 -12.1485 -12.2965
H: -5.1332 -10.5730 -10.3658
H: -3.4817 -10.2535 -8.6251
H: -1.3041 -11.2800 -8.7207
F: -6.9117 -11.5558 -9.2744
C: -7.6108 -12.5422 -8.6745
C: -8.7477 -12.2235 -7.9572
C: -9.4355 -13.2454 -7.3082
C: -8.9790 -14.5601 -7.3682
C: -7.8592 -14.8518 -8.1075
C: -7.1598 -13.8423 -8.7588
H: -9.1369 -11.2136 -7.9887
H: -10.3431 -12.9464 -6.7991
H: -9.4754 -15.3174 -6.7756
H: -7.4583 -15.8536 -8.1892
H: -6.1993 -14.0444 -9.2173
F: -7.2884 -15.6563 -11.3300
C: -8.2303 -16.3914 -11.9696
C: -8.4824 -17.6613 -11.4994
C: -9.4553 -18.4265 -12.1273
C: -10.1142 -17.9037 -13.2373
C: -9.8111 -16.6458 -13.7261
C: -8.8275 -15.8772 -13.0997
H: -7.9513 -18.0074 -10.6208
H: -9.7612 -19.3904 -11.7472
H: -10.8307 -18.5159 -13.7738
H: -10.2531 -16.2631 -14.6353
H: -8.6033 -14.8879 -13.4747
F: -7.4137 -24.7948 -13.1685
C: -7.1635 -23.5206 -12.7921
C: -6.2062 -22.8226 -13.5099
C: -5.9938 -21.4927 -13.1963
C: -6.7089 -20.9139 -12.1539
C: -7.6242 -21.6544 -11.4209
C: -7.8405 -22.9931 -11.7203
H: -5.6683 -23.3153 -14.3076
H: -5.3534 -20.8434 -13.7791
H: -6.5925 -19.8627 -11.9165
H: -8.1834 -21.1811 -10.6239
H: -8.5539 -23.5865 -11.1651
F: -2.3515 -20.7581 -8.8400
C: -3.5017 -20.8240 -8.1360
C: -4.7240 -20.6788 -8.7603
C: -5.8655 -20.8874 -7.9821
C: -5.7914 -21.1763 -6.6327
C: -4.5407 -21.3412 -6.0477
C: -3.3896 -21.1247 -6.7887
H: -4.7978 -20.4026 -9.8020
H: -6.8224 -20.7273 -8.4667
H: -6.7023 -21.3214 -6.0685
H: -4.4878 -21.6139 -5.0013
H: -2.4321 -21.2704 -6.3077
C: -4.3601 -15.6093 -12.0701
C: -4.5353 -17.0082 -11.7828
N: -4.7009 -18.1007 -11.4911
H: -4.1341 -15.0380 -11.1685
H: -5.3015 -15.1656 -12.3962
H: -3.6118 -15.4091 -12.8316

As for the LUMO energy: 0.50 eV. Its SMILES is Fc1ccccc1.Fc1ccccc1.Fc1ccccc1.Fc1ccccc1.Fc1ccccc1.Fc1ccccc1.Fc1ccccc1.CC#N. For the energy above the lowest of the compared OMol25 structures with the same formula, charge and spin, the calculation gives 19.6 kJ/mol. For the gap between HOMO and LUMO, the calculation gives 9.26 eV. As for the spin multiplicity: 1. The highest occupied orbital energy comes out at -8.763 eV. The net charge is 0.

Need the Löwdin charges? In units of e they are:
1. F 0.0450
2. C -0.2789
3. C -0.0182
4. C -0.0873
5. C -0.0954
6. C -0.0801
7. C -0.0077
8. H 0.1067
9. H 0.1044
10. H 0.1016
11. H 0.1046
12. H 0.1199
13. F 0.0402
14. C -0.2817
15. C -0.0210
16. C -0.0913
17. C -0.1000
18. C -0.0963
19. C -0.0175
20. H 0.1056
21. H 0.0442
22. H 0.1082
23. H 0.1057
24. H 0.1140
25. F 0.0585
26. C -0.2901
27. C -0.0389
28. C -0.0774
29. C -0.0965
30. C -0.0749
31. C -0.0115
32. H 0.1069
33. H 0.1076
34. H 0.0872
35. H 0.1067
36. H 0.1157
37. F 0.0464
38. C -0.2793
39. C -0.0177
40. C -0.0783
41. C -0.0938
42. C -0.0874
43. C -0.0227
44. H 0.1164
45. H 0.1040
46. H 0.1028
47. H 0.1072
48. H 0.1110
49. F 0.0293
50. C -0.2790
51. C -0.0245
52. C -0.0735
53. C -0.0918
54. C -0.0794
55. C -0.0123
56. H 0.1150
57. H 0.0999
58. H 0.1040
59. H 0.1050
60. H 0.1157
61. F 0.0483
62. C -0.2832
63. C -0.0121
64. C -0.0767
65. C -0.1015
66. C -0.0950
67. C -0.0161
68. H 0.1182
69. H 0.1107
70. H 0.0639
71. H 0.0931
72. H 0.1169
73. F 0.0524
74. C -0.2724
75. C -0.0053
76. C -0.0822
77. C -0.0989
78. C -0.0865
79. C -0.0160
80. H 0.0794
81. H 0.0915
82. H 0.0996
83. H 0.1035
84. H 0.1164
85. C -0.0623
86. C -0.2464
87. N 0.1980
88. H 0.0672
89. H 0.0745
90. H 0.0862

ORCA calculation (wB97M-V/def2-TZVPD) on 2 unconnected molecules or ions with the total composition C3H8NO3 at a distorted geometry.

Positions of all 15 atoms, in Å:
C: -0.3412 0.6247 0.5367
N: -0.2214 -0.7510 1.2101
C: 1.1233 -1.0911 1.6009
O: 1.9380 -0.1439 1.5365
O: 1.3032 -2.2310 1.9154
C: -1.5620 0.5286 -0.3281
H: -0.4474 1.4541 1.2549
H: 0.6575 0.8484 -0.0736
H: -0.8714 -1.4416 1.1297
H: -2.5933 0.3757 0.0865
H: -1.3364 -0.2437 -1.1186
H: -1.6583 1.6170 -0.8714
H: 2.0723 0.3017 -2.4431
H: 0.7837 -0.2742 -1.9058
O: 1.1534 0.4263 -2.5301

As for the LUMO energy: 3.74 eV. For the energy above the lowest of the compared OMol25 structures with the same formula, charge and spin, the calculation gives 153.5 kJ/mol. For the gap between HOMO and LUMO, the calculation gives 7.60 eV. As for the spin multiplicity: 1. The highest occupied orbital energy comes out at -3.863 eV. The net charge is -1.

Need the natural (NBO) charges? In units of e they are:
1. C -0.2319
2. N -0.7365
3. C 0.8606
4. O -0.8314
5. O -0.7832
6. C -0.6156
7. H 0.1717
8. H 0.2293
9. H 0.3646
10. H 0.1985
11. H 0.1887
12. H 0.1829
13. H 0.4654
14. H 0.4828
15. O -0.9460